Entry 1:
{"formula": "C35H32BrCaN5O3S2", "method": "ωB97M-V/def2-TZVPD", "lumo_ev": 4.13, "charge": -2, "orbital_gap_ev": 5.92, "elements": ["C", "N", "N", "H", "H", "C", "H", "C", "C", "H", "C", "O", "C", "C", "C", "C", "Ca", "H", "C", "C", "H", "H", "H", "C", "H", "C", "C", "H", "C", "C", "N", "H", "H", "N", "H", "H", "C", "H", "H", "H", "C", "C", "C", "C", "O", "H", "C", "H", "H", "C", "S", "H", "C", "H", "N", "C", "C", "C", "O", "C", "C", "C", "C", "S", "H", "H", "C", "H", "H", "H", "H", "C", "H", "H", "Br", "C", "H", "C", "H"], "xyz": [[-0.64071, -2.96539, 2.13312], [-2.28341, -1.43800, 2.40037], [-0.93521, -2.73859, -2.28012], [-1.25852, 6.55089, -2.12821], [0.43449, 2.72385, 2.14126], [0.96602, -4.81020, 2.19467], [0.16526, 5.39131, -0.48769], [4.71836, 0.19362, 2.05668], [1.72881, 2.99377, -0.20826], [4.90843, 0.96299, -1.67967], [5.95444, 0.27122, 1.44356], [-1.83185, 0.68573, 1.55173], [-0.61512, -1.95446, -3.31796], [2.10715, -5.48499, 1.79887], [-0.49972, 4.81188, -1.12015], [-0.04245, 3.34474, 1.38433], [-0.01699, -0.18466, 0.52572], [-2.85644, 1.89710, 1.28836], [-2.19670, 3.33588, -2.68581], [2.51559, -3.74076, 0.17082], [3.12317, -3.30441, -0.61423], [-2.02087, -5.43111, -3.96682], [1.87048, -1.09360, -1.82878], [1.34464, -3.03035, 0.55279], [6.99698, 0.67622, -0.41031], [0.57041, -3.60223, 1.61495], [-2.56642, -0.18049, 2.17683], [-5.95449, 2.99174, 2.51908], [3.49914, 0.40173, 1.37041], [3.59943, 0.61695, -0.02270], [2.42734, 0.71944, -0.88400], [-6.51775, -0.71350, 4.62818], [1.42855, 2.07677, -2.11064], [-1.07853, -1.81771, 1.78497], [4.64815, -0.02413, 3.11503], [2.14497, 0.27475, -2.93303], [-1.62068, -4.43764, -3.82561], [-4.30147, -1.48672, 3.77104], [-2.87338, 2.74313, -3.28859], [3.50885, -0.58229, -2.20515], [-1.36299, 2.63590, -1.78429], [4.85929, 0.73997, -0.61795], [-1.30150, 5.47203, -2.03528], [2.20025, 2.09659, -1.33826], [-3.69291, 2.38783, 1.52357], [3.11255, 2.52761, -1.77815], [2.88446, -4.92220, 0.77739], [-2.82974, 5.20043, -3.52668], [0.28995, 4.38510, 1.52195], [-5.92001, -0.07456, 3.98831], [-1.40489, 0.88697, -1.76966], [-1.42564, -3.96667, -5.90639], [-6.37729, 1.19241, 3.62966], [-0.24400, -0.96527, -3.07124], [0.30074, 2.82287, 0.05433], [-2.17003, 4.71348, -2.81596], [-1.28759, -3.61708, -4.88926], [-4.68972, -0.50914, 3.51487], [1.00037, -1.94515, -0.03704], [6.03879, 0.57648, 0.08667], [-5.61442, 2.00438, 2.81088], [-0.77936, -2.35368, -4.63595], [-0.52680, 3.42449, -0.96975], [2.01995, 0.47468, 2.30760], [1.96390, 4.03945, -0.46018], [2.27063, 2.74172, 0.70603], [-3.89987, 0.28937, 2.68997], [0.34645, -5.21949, 2.98905], [-1.21136, -3.51907, 2.88295], [6.85607, 0.09983, 2.02282], [3.79340, -5.42290, 0.45841], [2.49410, -0.22435, -2.02636], [-7.33829, 1.54660, 3.98784], [-0.52402, -1.67608, -5.44057], [-1.86206, -5.02101, -1.05104], [-1.41923, -3.92489, -2.55071], [2.39849, -6.41425, 2.27262], [-4.37673, 1.56579, 2.33019], [-1.12096, 3.30935, 1.52455]], "forces_ev_per_a": [[0.16, -0.12, -0.16], [0.12, -0.05, -0.10], [-0.14, -0.03, -0.28], [-0.02, 0.01, 0.00], [0.04, -0.01, -0.01], [-0.02, 0.02, -0.01], [-0.01, -0.03, 0.00], [-0.02, 0.04, -0.07], [0.00, -0.11, 0.00], [-0.02, -0.02, 0.02], [-0.09, 0.01, -0.02], [-0.69, -0.35, 0.58], [-0.02, -0.10, 0.12], [0.04, 0.09, -0.09], [-0.03, -0.04, 0.01], [-0.01, -0.05, -0.14], [0.51, 1.94, -0.92], [0.16, -0.10, 0.04], [0.09, 0.05, 0.05], [0.04, -0.10, 0.02], [-0.01, 0.00, 0.01], [0.00, 0.01, 0.01], [0.00, -0.01, 0.04], [-0.23, 0.07, -0.05], [0.00, -0.02, 0.00], [-0.14, 0.11, 0.12], [0.00, -0.03, -0.02], [0.03, -0.04, -0.01], [-0.04, 0.14, -0.03], [-0.04, -0.06, -0.11], [0.10, -0.12, -0.03], [0.02, 0.01, -0.01], [-0.01, -0.02, 0.00], [-0.59, -0.16, 0.61], [0.01, 0.01, 0.01], [-0.03, -0.03, 0.02], [0.00, -0.02, -0.02], [-0.02, 0.02, -0.01], [0.01, 0.01, -0.03], [0.06, 0.02, -0.04], [0.02, 0.00, -0.04], [-0.08, -0.01, 0.03], [-0.03, -0.07, -0.02], [-0.03, -0.02, 0.15], [-0.18, 0.12, 0.00], [0.08, 0.00, -0.07], [-0.12, 0.02, 0.05], [-0.01, -0.02, -0.01], [0.02, 0.06, 0.00], [0.05, 0.03, -0.05], [-0.01, 0.16, -0.22], [-0.01, 0.01, 0.02], [0.05, -0.07, 0.00], [-0.02, -0.06, 0.01], [-0.11, 0.01, 0.25], [0.02, -0.12, 0.04], [-0.02, -0.08, -0.04], [-0.02, 0.07, 0.00], [0.75, -1.27, -0.08], [-0.05, 0.00, 0.07], [-0.06, -0.01, 0.04], [0.03, 0.06, 0.01], [0.05, 0.05, 0.03], [0.34, -0.09, 0.08], [0.00, 0.07, 0.02], [-0.03, 0.00, 0.00], [0.12, 0.11, -0.01], [0.02, 0.01, 0.00], [-0.02, -0.07, 0.01], [-0.02, 0.01, 0.01], [0.01, 0.00, -0.01], [-0.11, 0.17, 0.09], [0.01, 0.00, 0.01], [0.01, -0.02, 0.03], [0.01, 0.02, -0.03], [0.09, 0.09, 0.08], [-0.01, 0.00, 0.00], [0.02, -0.06, 0.00], [0.01, -0.01, -0.01]], "lowdin_charge": [-0.1114, 0.0502, 0.0787, 0.0787, 0.0316, -0.0896, 0.0975, -0.1475, -0.1913, 0.1015, -0.1331, -0.2418, -0.1540, -0.1463, -0.0602, -0.0913, 1.0579, 0.0544, -0.1457, -0.0241, 0.1012, 0.0850, 0.0452, -0.3848, 0.0785, -0.1629, -0.4426, 0.1052, -0.6330, -0.2687, -0.1550, 0.0806, 0.1008, -0.0931, 0.0778, 0.0786, -0.1376, 0.0971, 0.0778, 0.0706, -0.6347, -0.0741, -0.1297, -0.1820, 0.0444, 0.1129, -0.1281, 0.0828, 0.0768, -0.1266, 0.5376, 0.0967, -0.1255, 0.0154, -0.1711, -0.1327, -0.0955, -0.0476, -0.3050, -0.1317, -0.0363, -0.0674, -0.2851, 0.5024, 0.1110, 0.0911, -0.0685, 0.0955, 0.1109, 0.0833, 0.0838, -0.0776, 0.0852, 0.0988, 0.7170, -0.7401, 0.0727, -0.2728, 0.0789]}

=====

Entry 2:
{"formula": "C35H32N5O2P2RuS4Sb", "method": "ωB97M-V/def2-TZVPD", "lumo_ev": [0.16, -1.74], "spin_multiplicity": 5, "orbital_gap_ev": [7.14, 6.04], "elements": ["C", "N", "H", "H", "P", "C", "N", "C", "C", "H", "C", "N", "S", "H", "C", "H", "C", "C", "C", "C", "Ru", "C", "H", "C", "H", "C", "C", "H", "H", "H", "C", "H", "C", "H", "C", "H", "C", "H", "S", "H", "H", "H", "C", "N", "C", "H", "C", "C", "C", "Sb", "O", "C", "H", "H", "C", "H", "N", "H", "C", "H", "P", "O", "C", "H", "H", "H", "C", "S", "H", "C", "H", "H", "C", "C", "H", "H", "C", "H", "C", "C", "C", "S"], "xyz": [[-2.52102, 0.05789, -5.41254], [0.11318, -1.66728, 1.37035], [-1.07853, 2.96218, -2.50083], [0.34864, 3.17258, 2.02259], [0.46354, 1.20647, -0.21096], [1.30070, 3.27290, 1.51715], [-3.83439, -3.40721, 6.34860], [-1.51145, -3.23281, 2.88870], [-3.81676, 2.23644, 1.09788], [3.11432, 1.89737, -0.99101], [3.77866, 3.48434, 0.28480], [1.20835, 0.08435, 2.37712], [3.80843, -4.52029, 0.49848], [-0.46477, 0.65963, -5.38217], [2.70104, 1.14831, -3.88900], [-4.84203, 2.46203, 1.36340], [-3.37219, -0.91944, -3.38432], [3.46002, 4.31818, 1.34703], [-3.34991, 0.93420, 1.17186], [-1.10857, -4.02427, 3.95149], [0.90414, -1.11980, -0.62745], [-2.03715, 0.64009, 0.82850], [3.05282, -1.84265, -6.30001], [-1.87348, -4.07716, 5.10079], [4.75088, 3.54831, -0.18690], [0.86105, -1.22079, 2.42719], [1.89976, -0.96226, -4.72894], [0.36336, 2.88663, -3.53124], [3.05386, 0.10051, 5.18779], [-3.00206, -1.90239, 2.12782], [-1.65660, 2.96837, 0.34337], [-1.00125, 3.77345, 0.03553], [3.87585, 0.03702, -5.66696], [-4.53269, -0.64061, -5.16595], [-2.13247, -0.76033, -2.78623], [0.45437, 3.68505, -1.95747], [2.95124, -0.99858, -5.63040], [-4.00754, 0.13733, 1.49708], [1.19498, -3.08636, -1.74458], [2.29310, 1.56493, 3.28659], [1.96961, 4.85312, 2.79727], [-3.36272, -3.71417, 7.18287], [-1.18115, 1.65633, 0.40901], [1.19751, -2.05860, 3.41324], [3.75095, 1.10873, -4.79491], [-4.44974, -2.62783, 6.51154], [-1.08433, -0.17808, -3.49717], [1.99239, 0.52411, 3.34967], [2.41417, -0.27297, 4.40201], [3.57610, -3.01207, -1.25799], [-1.48146, -3.13383, 0.29773], [-1.27984, 0.22243, -4.81697], [2.21575, -2.27067, 5.18065], [-2.66756, 0.36859, -6.43902], [1.60690, 2.44802, 0.43930], [-1.97026, -1.11734, -1.77377], [0.41981, 1.59838, -1.88189], [-1.66338, -0.37411, 0.89417], [-3.44602, -2.53447, 4.12624], [-4.17790, -1.38128, -2.82895], [0.46555, 0.08420, -2.61013], [0.42629, -4.21678, 1.45090], [-2.68289, -2.49668, 2.97530], [2.62006, 1.97636, -3.19703], [4.18027, 5.04510, 1.70045], [-1.56255, -4.70578, 5.92731], [2.85475, 2.55700, -0.17246], [-0.55334, -3.16883, 1.40732], [-4.36537, -1.96381, 4.18846], [1.95676, -1.57694, 4.38581], [4.47468, 1.91344, -4.81146], [-3.32618, 4.27590, 0.63296], [-3.04721, -3.32554, 5.20830], [0.00855, 2.84972, -2.50042], [1.19431, -1.78422, -4.69244], [-0.18954, -4.58847, 3.86612], [-3.56656, -0.50789, -4.69577], [4.69671, 0.00357, -6.37161], [-2.96841, 3.25549, 0.68624], [1.76638, 0.11706, -3.85773], [2.22085, 4.21138, 1.96196], [3.20863, -0.91489, -0.17228]], "forces_ev_per_a": [[0.03, 0.02, -0.03], [0.17, -0.26, -0.34], [0.00, 0.00, 0.00], [0.02, 0.00, -0.01], [0.01, -0.24, 0.09], [-0.01, -0.02, 0.06], [-0.03, 0.00, 0.02], [0.06, 0.03, -0.08], [-0.05, 0.02, 0.02], [-0.01, -0.02, 0.01], [0.01, -0.01, -0.03], [-0.06, -0.16, 0.05], [-0.03, -0.06, 0.13], [0.00, -0.02, 0.02], [0.02, -0.04, 0.00], [0.01, 0.00, 0.00], [-0.02, -0.01, -0.02], [0.01, 0.02, 0.01], [0.02, -0.04, 0.00], [0.08, -0.06, 0.03], [-0.21, 0.36, 0.37], [-0.03, 0.05, -0.01], [0.00, 0.01, 0.00], [-0.03, 0.02, 0.01], [-0.01, 0.01, 0.01], [0.21, 0.16, 0.16], [0.00, -0.06, -0.04], [0.00, -0.01, 0.00], [0.00, 0.02, -0.03], [0.01, -0.04, 0.02], [-0.02, -0.02, 0.02], [0.00, 0.00, -0.02], [0.00, 0.01, 0.01], [0.01, 0.00, 0.00], [0.00, -0.07, 0.02], [0.01, 0.01, -0.01], [0.01, -0.02, -0.01], [-0.01, 0.03, 0.00], [-0.15, -0.01, 0.02], [0.00, 0.03, -0.01], [0.01, -0.01, -0.01], [0.00, 0.00, 0.01], [-0.03, 0.01, -0.02], [-0.05, -0.02, 0.04], [0.01, -0.01, -0.01], [0.00, 0.00, 0.01], [0.01, -0.03, 0.01], [-0.02, 0.00, 0.01], [0.02, 0.05, -0.01], [0.17, 0.00, -0.22], [-0.06, 0.02, 0.03], [0.00, 0.07, -0.01], [-0.01, 0.00, -0.03], [-0.02, -0.01, 0.01], [0.02, 0.07, -0.05], [0.01, 0.00, 0.03], [0.02, 0.03, -0.06], [-0.01, 0.01, -0.04], [0.02, -0.03, 0.04], [0.00, 0.00, -0.01], [-0.02, -0.24, 0.06], [-0.09, 0.00, 0.07], [-0.05, 0.07, -0.06], [-0.04, 0.01, 0.01], [-0.01, 0.00, 0.00], [-0.01, 0.01, 0.00], [0.03, 0.01, 0.02], [-0.01, 0.07, -0.20], [0.00, 0.00, 0.01], [-0.03, 0.00, -0.03], [0.00, -0.01, -0.01], [-0.01, -0.01, 0.00], [0.05, 0.00, -0.08], [-0.01, -0.03, 0.00], [-0.02, 0.02, 0.01], [-0.02, 0.02, -0.01], [-0.01, -0.01, 0.02], [0.00, 0.00, 0.01], [0.04, 0.04, -0.01], [0.00, 0.12, -0.03], [0.00, -0.01, 0.04], [0.11, 0.14, 0.06]], "lowdin_charge": [-0.0775, -0.2434, 0.0821, 0.1064, 0.8826, -0.1144, 0.0946, -0.2999, -0.0774, 0.0574, -0.0687, 0.0893, -0.0520, 0.1066, -0.0898, 0.1047, -0.0642, -0.0800, -0.0673, -0.0624, 0.3991, -0.0869, 0.1080, -0.0260, 0.1071, -0.4948, -0.1090, 0.0784, 0.0956, 0.0922, -0.1092, 0.0988, -0.0768, 0.1053, -0.0820, 0.0824, -0.0707, 0.0989, -0.0360, 0.0992, 0.1063, 0.0874, -0.3229, 0.1413, -0.0723, 0.0868, -0.3307, -0.1274, -0.0547, 0.2460, -0.3654, -0.0848, 0.1123, 0.1049, -0.3509, 0.0833, -0.4777, 0.0549, -0.0287, 0.1100, 0.8296, -0.3327, -0.0580, 0.0859, 0.1041, 0.1102, -0.1174, 0.5450, 0.1081, -0.1157, 0.1058, 0.1048, -0.3216, -0.1185, 0.0993, 0.1139, -0.0751, 0.1049, -0.0763, -0.3517, -0.0822, -0.0809]}

=====

Which ΔE to the lowest compared entry with this formula, charge and spin belongs to each record? In order, 16.37, 0.00 kcal per mole.